# 1
Below is the ion C6H10N with charge +1, with properties calculated with ωB97M-V with the def2-TZVPD basis set.

Computed properties:
DFT total energy: -7864.46748 eV
SMILES: C=C1C[N+](=C)[C@H]1C
charge: +1
HOMO: -14.32 eV
M: 96.153 g/mol
ΔE to the lowest compared entry with this formula, charge and spin: 1.881 eV

Geometry (Å):
C: 0.746 0.956 -1.987
C: 0.479 0.747 -0.753
C: -0.460 1.402 0.220
N: -0.360 0.297 1.109
C: -0.813 -0.162 2.168
C: 0.682 -0.500 0.221
C: 0.074 -1.670 -0.509
H: 1.429 0.364 -2.529
H: 0.329 1.849 -2.338
H: 0.155 2.164 0.787
H: -1.340 1.939 -0.289
H: -0.461 -1.164 2.525
H: -1.621 0.245 2.704
H: 1.512 -0.700 0.812
H: -0.815 -1.226 -0.949
H: -0.250 -2.563 0.097
H: 0.716 -1.978 -1.288

For each atom in turn, the Löwdin charge in e is: 0.11, -0.25, -0.06, -0.05, 0.19, -0.13, -0.02, 0.09, 0.08, 0.17, 0.18, 0.15, 0.11, 0.13, 0.10, 0.11, 0.09



# 2
Below is the ion CHClFO2S2 with charge -1, with properties calculated with ωB97M-V with the def2-TZVPD basis set.

Computed properties:
DFT total energy: -42057.88032 eV
SMILES: O=[S@]([O-])(S)=C(F)Cl
charge: -1
HOMO: -4.43 eV
M: 163.602 g/mol
ΔE to the lowest compared entry with this formula, charge and spin: 2.206 eV

Geometry (Å):
O: 0.565 1.268 1.441
S: 0.125 0.800 0.152
O: 0.478 1.591 -1.027
S: -2.107 0.754 0.323
C: 0.197 -1.110 -0.165
F: 0.512 -1.079 -1.467
Cl: 1.880 -1.668 0.471
H: -1.651 -0.557 0.272

For each atom in turn, the Löwdin charge in e is: -0.44, 0.36, -0.43, 0.35, -0.77, -0.21, 0.36, -0.23



# 3
Below is a structure of composition C25H20BF9N3O8S2, with properties calculated with ωB97M-V with the def2-TZVPD basis set.

Computed properties:
DFT total energy: -93897.57223 eV
charge: -1
HOMO: -5.03 eV
M: 736.376 g/mol
ΔE to the lowest compared entry with this formula, charge and spin: 2.461 eV

Geometry (Å):
C: 0.949 -3.854 -4.145
C: 0.496 -2.765 -3.261
C: -0.601 -1.963 -3.486
C: -0.794 -1.010 -2.450
C: -0.093 -1.281 -1.304
B: 0.565 0.502 0.065
C: -0.659 -0.898 0.092
C: -0.522 -2.118 0.800
C: -1.588 -2.909 1.141
C: -1.350 -4.348 1.563
F: -1.973 -5.235 0.696
F: -0.021 -4.677 1.563
F: -1.832 -4.633 2.810
C: -2.910 -2.437 1.142
C: -3.075 -1.108 0.739
C: -4.492 -0.557 0.720
F: -4.526 0.807 0.832
F: -5.127 -0.864 -0.466
F: -5.309 -1.044 1.705
C: -2.014 -0.340 0.312
O: 1.765 -0.119 -0.378
C: 2.646 0.466 -1.300
C: 2.005 1.497 -2.248
C: 2.928 2.718 -2.344
C: 1.897 0.870 -3.623
C: 0.574 2.041 -1.840
O: -0.116 1.367 -0.814
S: 1.236 -2.391 -1.764
H: 0.318 -3.833 -5.034
H: 1.989 -3.708 -4.440
H: 0.841 -4.823 -3.656
H: -1.275 -2.076 -4.326
H: -1.606 -0.318 -2.346
H: 0.469 -2.522 0.848
H: -3.752 -3.084 1.407
H: -2.215 0.716 0.199
H: 3.483 0.900 -0.727
H: 3.060 -0.360 -1.886
H: 2.572 3.417 -3.126
H: 2.930 3.262 -1.380
H: 3.965 2.424 -2.583
H: 1.510 1.592 -4.355
H: 2.888 0.538 -3.956
H: 1.227 0.010 -3.581
H: 0.661 3.073 -1.480
H: -0.059 2.074 -2.747
O: -1.166 1.193 5.112
S: -0.173 0.555 4.292
O: 1.247 0.625 4.558
C: -0.579 -1.268 4.446
F: -0.443 -1.573 5.756
F: -1.856 -1.468 4.065
F: 0.266 -2.022 3.716
C: -0.333 1.106 2.630
C: 0.705 0.704 1.633
C: 1.445 1.955 1.312
N: 2.797 2.099 1.423
O: 3.730 1.290 1.525
O: 3.051 3.497 1.358
N: 1.848 4.215 1.239
C: 0.895 3.241 1.332
C: -0.506 3.369 1.744
N: -1.277 4.566 1.548
O: -0.994 5.370 0.644
O: -2.245 4.718 2.325
C: -1.007 2.327 2.518
H: 1.401 -0.025 2.093
H: -1.874 2.524 3.145

For each atom in turn, the Löwdin charge in e is: -0.11, -0.61, -0.12, -0.11, -0.35, -0.84, -0.16, 0.02, -0.09, -0.49, 0.10, 0.11, 0.12, 0.07, -0.09, -0.49, 0.12, 0.10, 0.11, 0.10, -0.04, -0.14, -0.46, -0.05, -0.05, -0.08, 0.05, 1.15, 0.08, 0.08, 0.08, 0.11, 0.12, 0.12, 0.15, 0.14, 0.12, 0.10, 0.09, 0.08, 0.09, 0.09, 0.09, 0.06, 0.12, 0.13, -0.28, 0.76, -0.28, -0.62, 0.12, 0.12, 0.13, -0.24, -0.07, -0.11, -0.15, 0.03, 0.00, 0.15, -0.14, -0.09, -0.34, 0.04, 0.01, 0.01, 0.16, 0.13



# 4
Below is the molecule C3H6FIO2, with properties calculated with ωB97M-V with the def2-TZVPD basis set.

Computed properties:
DFT total energy: -18113.16138 eV
2S+1: 3
HOMO (spin up / spin down): -5.71 / -10.09 eV
M: 219.981 g/mol

Geometry (Å):
C: 1.679 -0.200 -1.344
C: 0.679 0.573 -0.474
C: -1.732 -0.400 1.430
O: -0.452 -0.181 -0.546
O: -1.459 0.441 0.252
F: -2.554 -1.381 1.118
I: -2.647 0.954 2.823
H: 1.162 -1.221 -1.631
H: 1.996 0.352 -2.318
H: 2.609 -0.519 -0.806
H: 0.580 1.517 -0.961
H: 0.857 0.822 0.609
H: -0.719 -0.758 1.848

For each atom in turn, the Löwdin charge in e is: -0.07, -0.32, -0.86, -0.14, -0.18, -0.02, 0.96, 0.11, 0.10, 0.07, 0.10, 0.13, 0.11



# 5
Below is a cluster of 4 separate species, C25H53BBrF9NO14P4 in total, with properties calculated with ωB97M-V with the def2-TZVPD basis set.

Computed properties:
DFT total energy: -189246.60483 eV
charge: +1
HOMO: -11.11 eV
M: 977.286 g/mol

Geometry (Å):
C: -2.819 2.484 0.535
C: -4.180 2.615 -0.366
N: -5.137 1.455 -0.283
C: -4.560 0.151 -0.770
C: -5.205 -1.199 -0.090
P: -4.235 -2.690 -0.886
C: -2.594 -2.811 0.100
C: -1.919 -4.305 0.130
C: -0.816 -4.308 1.386
F: -1.478 -3.954 2.663
F: -0.411 -5.757 1.523
C: 0.550 -3.464 1.053
F: 0.363 -2.000 0.904
F: 1.024 -3.952 -0.296
C: 1.783 -3.688 2.110
F: 2.387 -5.051 2.080
F: 2.884 -2.755 1.663
C: 1.453 -3.280 3.663
F: 0.825 -4.381 4.466
F: 2.760 -2.988 4.322
F: 0.610 -2.074 3.832
C: -3.921 -2.416 -2.785
C: -2.454 -1.741 -3.104
C: -1.259 -2.883 -3.160
Br: -2.400 -0.764 -4.891
B: -5.340 -4.266 -0.776
C: -4.860 -5.702 -1.472
O: -6.666 -4.314 -0.076
C: -5.854 1.349 1.038
C: -5.195 1.081 2.513
O: -7.212 1.446 0.996
H: -2.455 1.391 0.741
H: -2.905 3.004 1.605
H: -1.934 3.023 -0.057
H: -3.849 2.744 -1.484
H: -4.773 3.573 0.025
H: -3.397 0.051 -0.697
H: -4.818 0.083 -1.933
H: -6.355 -1.336 -0.262
H: -4.979 -1.301 1.078
H: -1.850 -2.020 -0.393
H: -2.829 -2.364 1.180
H: -1.439 -4.641 -0.894
H: -2.708 -5.153 0.407
H: -4.731 -1.688 -3.266
H: -4.045 -3.446 -3.354
H: -2.129 -0.923 -2.304
H: -0.422 -2.719 -2.336
H: -0.744 -2.811 -4.217
H: -1.722 -3.952 -3.017
H: -5.195 -5.775 -2.596
H: -3.699 -5.867 -1.447
H: -5.374 -6.586 -0.885
H: -6.459 -4.434 0.914
H: -4.752 2.085 2.982
H: -4.255 0.357 2.418
H: -5.926 0.547 3.280
C: 6.876 -2.524 -1.100
O: 6.913 -1.198 -1.593
P: 6.149 -0.047 -0.551
O: 6.206 1.005 -1.662
O: 7.509 0.043 0.375
C: 8.722 0.460 -0.231
O: 5.386 1.104 0.491
C: 4.471 0.514 1.391
H: 7.469 -3.160 -1.762
H: 7.297 -2.570 -0.093
H: 5.844 -2.882 -1.087
H: 8.566 1.011 -1.160
H: 9.338 -0.420 -0.433
H: 9.256 1.107 0.470
H: 4.984 -0.224 2.017
H: 3.663 0.032 0.834
H: 4.049 1.293 2.030
C: 2.713 5.090 3.871
O: 1.593 4.694 3.102
P: 0.808 3.272 3.698
O: -0.004 3.172 2.403
O: -0.015 4.171 4.807
C: -0.868 5.207 4.350
O: 0.022 1.851 4.293
C: 0.853 1.067 5.125
H: 3.079 6.047 3.491
H: 2.434 5.210 4.921
H: 3.504 4.341 3.780
H: -1.165 5.085 3.306
H: -0.356 6.166 4.469
H: -1.770 5.214 4.968
H: 1.185 1.657 5.985
H: 1.719 0.716 4.557
H: 0.285 0.205 5.481
C: 2.743 1.822 -2.425
O: 1.457 1.906 -3.011
P: 1.217 3.332 -3.961
O: -0.285 3.043 -4.024
O: 1.977 2.627 -5.241
C: 1.444 1.426 -5.776
O: 0.978 4.757 -4.912
C: 1.878 5.796 -4.587
H: 2.843 0.849 -1.937
H: 3.519 1.916 -3.189
H: 2.859 2.612 -1.680
H: 0.396 1.272 -5.515
H: 2.034 0.582 -5.408
H: 1.529 1.462 -6.865
H: 2.908 5.459 -4.735
H: 1.731 6.101 -3.547
H: 1.684 6.650 -5.240

Atom charges from the Löwdin analysis, given in e for atoms 1 to 99: -0.12, -0.20, -0.14, -0.22, -0.23, 1.09, -0.25, -0.10, -0.18, 0.02, 0.00, -0.10, 0.04, 0.02, -0.08, 0.06, 0.02, -0.14, 0.05, 0.05, 0.05, -0.29, -0.71, -0.16, 0.65, -0.42, -0.07, -0.01, -0.29, -0.04, -0.02, 0.06, 0.08, 0.10, 0.14, 0.15, 0.10, 0.14, 0.13, 0.10, 0.10, 0.13, 0.13, 0.14, 0.11, 0.11, 0.09, 0.09, 0.07, 0.08, 0.10, 0.06, 0.10, 0.14, 0.11, 0.07, 0.11, -0.16, -0.26, 0.75, -0.27, -0.28, -0.11, -0.25, -0.17, 0.09, 0.08, 0.08, 0.09, 0.09, 0.09, 0.08, 0.07, 0.08, -0.15, -0.26, 0.75, -0.29, -0.28, -0.11, -0.25, -0.17, 0.10, 0.08, 0.08, 0.08, 0.09, 0.09, 0.09, 0.07, 0.08, -0.16, -0.27, 0.75, -0.30, -0.28, -0.11, -0.24, -0.16



# 6
Below is a structure of composition C4H5Br9Cl2, with properties calculated with ωB97M-V with the def2-TZVPD basis set.

Computed properties:
DFT total energy: -659655.33681 eV
HOMO: -10.29 eV
M: 843.126 g/mol
ΔE to the lowest compared entry with this formula, charge and spin: 0.000 eV

Geometry (Å):
C: 2.171 -0.854 3.961
Cl: 1.319 -0.251 5.362
Cl: 3.301 0.330 3.277
H: 2.725 -1.741 4.245
H: 1.492 -1.102 3.154
C: -1.129 0.683 -0.440
Br: -1.889 2.442 -0.298
Br: -0.039 0.263 1.079
Br: -0.191 0.449 -2.082
H: -1.960 -0.007 -0.411
C: 2.829 -1.881 -0.076
Br: 4.730 -2.047 0.106
Br: 1.942 -3.079 1.140
Br: 2.308 -2.224 -1.892
H: 2.519 -0.872 0.161
C: -3.925 2.024 -3.388
Br: -4.465 0.361 -2.612
Br: -5.252 3.372 -3.178
Br: -3.453 1.784 -5.234
H: -3.033 2.349 -2.871

For each atom in turn, the Löwdin charge in e is: -1.08, 0.53, 0.50, 0.03, -0.08, -1.64, 0.62, 0.63, 0.59, -0.04, -1.65, 0.58, 0.59, 0.56, -0.07, -1.70, 0.57, 0.59, 0.57, -0.10